Record 1
# C5H11IO2

One molecule with the formula C5H11IO2 (wB97M-V/def2-TZVPD, the Open Molecules 2025 dataset).

For the HOMO energy (spin up / spin down), the calculation gives -5.48 / -9.78 eV. The expectation value of S² is 2.01. As for the frontier orbital gap (spin up / spin down): 6.17 / 6.37 eV. The multiplicity is 3.

Atoms and positions in Å:
I -0.7406 -1.2521 -2.5892
O -1.5837 -0.4911 0.2530
O 0.7645 -0.9756 -0.1552
C -0.4042 -0.2833 -0.6039
C 0.7995 1.8800 -1.3700
C -0.2620 1.1832 -0.5666
C 1.3562 -0.6797 1.0769
C -1.9238 -1.8040 0.4749
H -2.9821 -1.9886 0.0925
H 1.5847 0.3877 0.9675
H -0.1979 1.3837 0.4862
H 0.5764 2.9268 -1.4252
H 0.8480 1.5319 -2.3296
H -1.1892 -2.4182 -0.0049
H 0.5907 -0.7178 1.9676
H 1.7449 1.6474 -0.9993
H -1.8301 -1.9937 1.6381
H -1.1842 1.6775 -0.9013
H 2.2825 -1.2611 1.1373

Record 2
# C2H6NO2P

A 2-piece molecular cluster, C2H6NO2P overall (wB97M-V/def2-TZVPD, the Open Molecules 2025 dataset).

For the HOMO energy (spin up / spin down), the calculation gives -9.52 / -7.61 eV. As for the relative energy (zero: lowest compared OMol25 entry of this formula, charge and spin): 601.4 kJ/mol. As for the frontier orbital gap (spin up / spin down): 8.86 / 4.80 eV.

Atoms and positions in Å:
P 1.0120 0.2396 1.6911
O -3.6694 0.3093 -1.9000
O -1.7356 0.4843 -0.8856
N -2.8369 -0.0228 -1.0595
C 1.5480 1.1151 0.1738
C 0.3366 -1.2268 0.8334
H 0.7412 1.4047 -0.3872
H -0.1901 -1.9696 1.4087
H 2.1725 1.9652 0.4563
H -0.3202 -0.9932 0.0357
H 0.9788 -1.7044 0.1392
H 1.9630 0.3985 -0.5059

Record 3
# C4H6N2O

One molecule with the formula C4H6N2O (wB97M-V/def2-TZVPD, the Open Molecules 2025 dataset).

For the HOMO energy, the calculation gives -8.81 eV. As for the relative energy (zero: lowest compared OMol25 entry of this formula, charge and spin): 352.6 kJ/mol. As for the frontier orbital gap: 9.67 eV.

Atoms and positions in Å:
O 0.5879 -0.5150 1.0856
N -0.3518 -2.4459 0.2781
N 0.1592 -0.6000 -1.1188
C 1.1233 0.7143 0.6028
C -0.3183 1.7691 0.1207
C 0.7609 0.6126 -0.7642
C 0.1073 -1.2006 0.0296
H 1.1396 1.2665 -1.5422
H -0.5489 -2.7005 1.2315
H -0.7871 1.5690 1.0827
H -0.8775 -2.8960 -0.4537
H 0.0932 2.7751 0.0986
H -1.0878 1.6515 -0.6506

Record 4
# C3H9NO

A 2-piece molecular cluster, C3H9NO overall (wB97M-V/def2-TZVPD, the Open Molecules 2025 dataset).

For the HOMO energy, the calculation gives -7.89 eV. As for the relative energy (zero: lowest compared OMol25 entry of this formula, charge and spin): 201.3 kJ/mol. As for the frontier orbital gap: 8.88 eV.

Atoms and positions in Å:
O -0.0767 3.0707 0.9983
N 1.0483 0.9337 -0.7840
C 0.3227 -0.2600 -0.9886
C -0.2737 -0.8146 0.0857
C -0.8653 -2.1890 0.1968
H 1.6389 1.1241 -1.5803
H -0.5861 -0.0912 0.8352
H -0.0426 -0.5088 -1.9811
H -1.8984 -1.9714 0.5064
H -0.2638 -2.6691 0.9867
H -0.0905 2.2568 0.4732
H -0.7214 -2.8537 -0.6573
H 1.5564 1.1964 0.0412
H 0.2523 2.7762 1.8677

Record 5
# C35H38BaClN6O2

C35H38BaClN6O2 as an isolated structure (wB97M-V/def2-TZVPD, the Open Molecules 2025 dataset).

For the HOMO energy, the calculation gives -3.75 eV. The net charge is -1. As for the relative energy (zero: lowest compared OMol25 entry of this formula, charge and spin): 13.4 kJ/mol. As for the frontier orbital gap: 6.11 eV.

Atoms and positions in Å:
Ba 1.0578 -0.0854 -0.0032
Cl 2.4081 0.1819 -3.6674
O 1.9783 -0.4921 1.9426
O 2.4563 -1.4392 3.9276
N 2.4047 4.3256 1.1007
N -0.3419 0.3806 3.2389
N -0.9072 -2.3214 -2.5688
N -1.3375 -2.7847 1.0536
N -0.7084 0.5156 -2.9342
N 1.2230 -2.8742 -0.7400
C -1.6503 2.2645 0.4967
C 0.2753 1.9900 5.4128
C 0.3824 -2.8200 -3.0107
C -2.7319 -2.5319 -0.9077
C -1.5895 -1.6442 -3.6484
C -0.6768 4.8000 0.1157
C -0.2725 2.3736 0.2356
C -0.9689 2.0746 4.8032
C 2.5569 -4.6574 0.1281
C -2.5177 3.3497 0.5846
C -1.0737 -0.2542 -3.9542
C 1.7739 -4.7283 -2.1260
C 2.1031 5.6516 1.5920
C 1.8522 -0.6541 3.2053
C -3.2964 -4.1397 2.4743
C 2.4899 -5.3091 -1.0916
C 1.9032 -3.4405 0.2529
C 2.2645 3.3391 2.1570
C -1.2288 1.2444 3.7257
C 3.1103 0.0288 -1.9533
C -2.0469 -3.9341 3.0293
C -2.0307 4.6344 0.3786
C 1.1969 1.0802 4.9286
C -3.5449 -3.6742 1.1927
C 1.1571 -3.5002 -1.9157
C -0.2898 1.7509 -3.2042
C 0.1833 3.6978 0.0693
C -0.2290 2.2755 -4.4865
C -1.1021 -3.2510 2.2759
C -2.5383 -3.0005 0.5082
C 0.8453 0.2972 3.8357
C -0.6217 1.4746 -5.5418
C -1.0501 0.1861 -5.2722
C -1.7751 -3.2592 -1.8800
C 1.6685 3.9545 -0.1180
H 2.9739 3.5676 2.9575
H 3.8521 0.8362 -1.9231
H 1.8341 4.7513 -0.8507
H 2.1418 3.0461 -0.5020
H -1.7153 2.7783 5.1464
H -2.4989 -1.4652 -0.9556
H -1.5343 -2.2384 -4.5768
H -0.1161 -3.0640 2.6778
H -4.0666 -4.6656 3.0256
H 2.1783 0.9723 5.3703
H 2.9868 -6.2604 -1.2377
H 0.2987 -3.5037 -3.8742
H -2.3564 -3.8691 -2.5931
H 0.9605 -1.9478 -3.3394
H 0.0086 2.3403 -2.3463
H -1.1574 -3.9470 -1.3057
H -2.6919 5.4930 0.4179
H -2.1832 1.2871 3.2121
H 1.7033 -5.2102 -3.0926
H 1.1083 5.7316 2.0605
H -2.0846 1.2697 0.6395
H 3.7003 -0.8966 -2.0186
H 0.5199 2.6339 6.2488
H -0.2918 5.7998 -0.0753
H 2.8494 5.9332 2.3410
H -1.3547 -0.4777 -6.0725
H 2.4879 2.3447 1.7675
H -3.5732 3.1979 0.7965
H -4.5067 -3.8341 0.7218
H -0.5866 1.8413 -6.5607
H 1.2514 3.3086 2.5874
H -3.7748 -2.6746 -1.1961
H 3.0980 -5.0744 0.9660
H 1.9424 -2.8869 1.1871
H 2.1541 6.3708 0.7722
H -1.8038 -4.2846 4.0232
H -2.6492 -1.5601 -3.3914
H 0.1346 3.2810 -4.6487

Record 6
# C3H5NO2

A 2-piece molecular cluster, C3H5NO2 overall (wB97M-V/def2-TZVPD, the Open Molecules 2025 dataset).

For the HOMO energy, the calculation gives -9.72 eV. As for the relative energy (zero: lowest compared OMol25 entry of this formula, charge and spin): 117.4 kJ/mol. As for the frontier orbital gap: 10.38 eV.

Atoms and positions in Å:
O 2.7069 0.1281 -0.8846
O -0.2379 0.7182 1.7762
N 0.9690 -1.3240 -0.1621
C -1.4629 0.4147 -0.2816
C -0.2697 0.7571 0.5702
C 1.9058 -0.6251 -0.4900
H -2.0645 -0.3790 0.1672
H -1.1559 0.1325 -1.2925
H 1.0138 -2.1602 0.3887
H -2.0702 1.3241 -0.3442
H 0.6034 1.1316 -0.0131

Record 7
# C27H28IIrN3O2PS

C27H28IIrN3O2PS as an isolated structure (wB97M-V/def2-TZVPD, the Open Molecules 2025 dataset).

For the HOMO energy, the calculation gives -14.43 eV. The net charge is +2. As for the relative energy (zero: lowest compared OMol25 entry of this formula, charge and spin): 206.4 kJ/mol. As for the frontier orbital gap: 6.72 eV.

Atoms and positions in Å:
Ir 0.7463 -0.2581 1.1650
I 3.1888 -0.4658 -0.5211
S -0.3231 -0.0452 3.4261
P -0.5712 1.2341 -0.2787
O -2.1078 -2.9832 -0.8141
O 2.5438 0.8657 2.3360
N 4.6108 1.6233 2.7625
N -0.5886 -1.9362 0.4105
N -0.7851 -2.8083 3.5365
C 0.9308 1.2172 -4.6127
C 1.9962 -3.1581 1.6290
C -2.6256 -0.7309 -0.3939
C -4.6275 1.2110 -0.6296
C -0.7667 0.6300 -3.0157
C -1.0724 3.1816 1.6055
C -3.9701 -1.0882 -0.5616
C 4.3786 -0.2490 1.2649
C 1.2657 -3.6694 0.3888
C 1.2023 1.8392 -2.3136
C -4.9633 -0.1319 -0.6597
C -1.1943 5.5361 1.1750
C -0.0218 1.2374 -2.0067
C 1.6703 1.8379 -3.6143
C -0.5789 4.0357 -0.6018
C -0.6111 -1.6681 3.4893
C -0.2307 -3.3587 0.5075
C -1.3196 4.4662 2.0503
C -1.6997 -1.8580 -0.2615
C -0.2880 0.6278 -4.3139
C -0.7215 2.9591 0.2718
C 3.7601 0.8031 2.1631
C 1.4853 -5.1780 0.2856
C -3.3024 1.5832 -0.4703
C -1.1348 -3.9920 -0.5616
C -0.8233 5.3186 -0.1432
C -2.2904 0.6351 -0.3447
H -0.5427 -3.6748 1.5170
H -1.7251 0.1849 -2.7957
H -1.1642 2.3447 2.2852
H 0.9918 -5.6042 -0.5825
H -5.3881 1.9696 -0.7356
H -1.3923 6.5382 1.5203
H 1.7428 -2.1003 1.8353
H -0.3123 3.8757 -1.6356
H -1.6133 4.6321 3.0755
H 5.6092 1.5755 2.6301
H 1.1085 -5.6746 1.1776
H 5.3918 -0.0124 0.9522
H 1.7001 -3.7345 2.5020
H 4.3677 -1.2137 1.7772
H -1.6447 -4.8978 -0.2342
H 2.6034 2.3238 -3.8545
H 3.0718 -3.2549 1.5072
H -5.9919 -0.4367 -0.7676
H 2.5490 -5.3859 0.2060
H 4.2597 2.3076 3.4202
H -4.2283 -2.1341 -0.6065
H -0.8789 0.1706 -5.0921
H 1.7679 2.3271 -1.5307
H -0.6078 -4.1911 -1.5029
H -3.0524 2.6325 -0.4506
H 1.3093 1.2008 -5.6221
H 1.6511 -3.1777 -0.5144
H -0.7430 6.1494 -0.8264

Record 8
# C4H9N

A 2-piece molecular cluster, C4H9N overall (wB97M-V/def2-TZVPD, the Open Molecules 2025 dataset).

For the HOMO energy, the calculation gives -8.35 eV. As for the relative energy (zero: lowest compared OMol25 entry of this formula, charge and spin): 216.4 kJ/mol. As for the frontier orbital gap: 9.25 eV.

Atoms and positions in Å:
N 1.4712 0.0021 -0.9311
C 3.5398 1.2855 -0.7917
C -4.1147 -1.5440 1.0252
C 2.4678 0.7770 -0.2956
C -3.2683 -0.4948 1.0833
H 0.4883 0.1766 -0.7242
H -2.9619 -0.0584 2.0634
H -2.8578 -0.2021 0.1761
H 1.7780 -0.3176 -1.8300
H 2.2879 1.2202 0.7509
H 4.0752 2.1481 -0.3830
H 4.0060 0.9701 -1.7376
H -4.4706 -1.9229 1.9272
H -4.3911 -2.1712 0.1479

no.,strongest force on any atom (eV Å⁻¹)
1,4.75
2,4.12
3,0.54
4,2.42
5,3.80
6,0.77
7,2.45
8,4.47